# 1
Here is a structure of composition C43H48MgN2O3P2 from the Open Molecules 2025 dataset. Energies are from wB97M-V/def2-TZVPD.

The geometry in XYZ format:
```
99
Properties=species:S:1:pos:R:3:lowdin_charge:R:1
H 5.198 4.006 -0.869 0.1053
H 1.346 2.728 -2.226 0.0685
H -2.710 -2.774 2.540 0.1142
C -1.570 3.159 -0.495 -0.3760
C 3.615 -3.167 0.690 -0.1679
H -4.254 -1.823 -1.762 0.1155
C 0.277 2.100 5.344 -0.0830
C -3.871 -4.088 -0.385 -0.0804
H 4.358 4.111 1.506 0.1146
C -1.141 4.093 -1.463 -0.2689
C -1.641 3.646 -3.994 -0.2407
C -1.077 2.268 3.319 -0.0734
C -0.530 0.332 -0.033 -0.2821
C -0.947 2.344 4.716 -0.0887
C 3.719 -1.746 1.302 -0.3009
H 2.173 -2.529 4.176 0.1562
H 2.589 -3.534 0.868 0.1058
H -2.661 -1.424 -5.752 0.1132
C 2.008 2.800 -1.309 -0.1024
H 0.387 2.152 6.434 0.1055
C -2.096 -2.017 -1.944 -0.3214
H -1.332 3.419 0.572 0.0639
C -2.359 1.467 -2.824 -0.2573
C -2.936 2.474 -0.517 -0.2003
H -0.267 -3.539 1.092 0.0706
H -1.812 2.596 5.335 0.1012
H 5.864 -1.621 1.249 0.1258
C -3.593 -1.596 -3.802 -0.0684
N 2.314 -2.165 3.238 0.1859
H -4.039 2.754 -2.393 0.1093
H 2.086 1.269 2.622 0.0840
N 1.543 -0.620 1.683 0.1173
H 3.507 -4.074 -1.261 0.0699
C 0.035 1.938 2.516 -0.3190
H -1.663 5.519 -2.933 0.1140
C -4.799 -5.001 0.128 -0.0706
O 2.436 -0.604 -0.396 -0.0186
H -1.285 1.575 -4.668 0.0945
C -4.990 -5.119 1.504 -0.0722
H 0.169 -0.047 -0.784 0.0608
H 3.514 -2.290 -1.267 0.0640
H 2.372 1.577 5.006 0.1107
H -5.705 -5.846 1.901 0.1116
H 4.391 1.067 0.974 0.0574
H 0.003 -2.199 -2.460 0.1084
C -3.395 -1.804 -2.437 -0.1132
C 4.200 3.644 -0.606 -0.0897
C -1.005 -2.002 -2.825 -0.0737
C 1.220 -1.475 2.703 -0.5533
H 0.566 -2.520 -0.121 0.0410
H 6.115 0.815 1.294 0.0796
C -3.311 -3.391 1.864 -0.0616
H -5.370 -5.627 -0.557 0.1095
C -3.431 1.967 -1.895 -0.1926
H -4.121 1.134 -1.668 0.1035
H -3.737 3.119 -0.065 0.1268
H -0.359 -1.810 -4.882 0.1143
H 3.721 2.982 -2.612 0.1111
H -3.734 -4.025 -1.467 0.0991
O 4.551 -1.853 3.599 0.0927
C -3.134 -3.239 0.471 -0.2812
H -4.366 -4.411 3.445 0.1103
P -1.803 -2.166 -0.168 1.0419
C 3.941 -3.185 -0.794 -0.0995
C 2.455 3.227 1.021 -0.1015
C -1.733 2.157 -3.846 -0.2622
H -0.317 -4.003 -0.632 0.0751
H 5.025 -3.209 -0.957 0.0781
H -2.849 1.604 0.152 0.0626
C -1.209 -1.791 -4.193 -0.0646
C 5.114 0.404 1.469 -0.0746
P 0.003 1.908 0.706 1.0713
C -1.934 4.473 -2.689 -0.2123
H 2.125 3.318 2.056 0.0926
C -0.311 -3.153 0.063 -0.1563
O 0.092 -1.631 3.164 0.0199
H -4.609 -1.456 -4.181 0.1161
Mg -0.552 2.282 -2.206 0.6221
C 3.350 3.110 -1.587 -0.0758
H 4.929 0.414 2.550 0.0753
C -2.504 -1.583 -4.681 -0.0683
C 1.582 2.664 0.051 -0.2549
C 1.387 1.751 4.567 -0.0630
C 5.017 -1.004 0.906 -0.1765
C 2.497 -0.937 0.812 -0.4724
H 5.057 -0.959 -0.190 0.1100
H -0.351 4.801 -1.173 0.1077
H -2.228 -0.144 1.227 0.0859
C 1.226 1.607 3.191 -0.1473
H -2.290 0.380 -2.838 0.0538
C 3.617 -1.901 2.820 -0.3920
H -2.043 2.469 2.858 0.0993
H -3.012 4.460 -2.483 0.0998
C -4.239 -4.317 2.366 -0.0678
H -2.316 4.047 -4.769 0.1060
C 3.720 3.719 0.704 -0.0915
H 4.299 -3.829 1.250 0.1270
C -1.554 -0.468 0.406 -0.2539
H -0.615 3.865 -4.372 0.1114
```

As for the total charge: 0. For the lowest unoccupied orbital energy (spin up / spin down), the calculation gives -0.2 / -0.2 eV. As for the energy above the lowest of the compared OMol25 structures with the same formula, charge and spin: 5.4045 eV. The HOMO-LUMO gap (spin up / spin down) is 4.59 / 4.25 eV.


# 2
Here is a cluster of 2 separate species, C9H20N3O5P in total from the Open Molecules 2025 dataset. Energies are from wB97M-V/def2-TZVPD.

The geometry in XYZ format:
```
38
Properties=species:S:1:pos:R:3:nbo_charge:R:1
H -3.409 0.335 -1.614 0.3739
C -1.339 0.378 0.483 -0.3134
C -2.655 0.770 1.180 -0.4090
H 1.750 1.717 0.296 0.2583
C -1.620 -1.075 0.255 0.1984
N -2.887 -1.268 0.191 -0.4527
H -4.555 -0.278 1.002 0.2065
H 0.758 0.910 -0.853 0.2320
O 2.752 4.562 -2.635 -0.5166
H -2.831 1.842 1.222 0.2447
H 3.188 0.828 -1.260 0.2849
H -4.340 1.447 -0.860 0.3858
O -0.322 -2.501 -1.433 -0.9778
H 3.573 -0.999 1.684 0.2215
C 2.091 -0.395 0.200 -0.2105
C -0.036 0.818 1.136 -0.4018
H 0.160 0.251 2.050 0.2091
H -1.372 0.823 -0.523 0.2673
H -3.268 -2.199 0.051 0.4486
H -2.625 0.376 2.198 0.2162
H 1.567 -1.246 -0.256 0.1556
H 2.310 0.039 2.329 0.2037
C -3.693 -0.027 0.386 0.1103
H 1.962 -1.639 2.009 0.1924
P -0.465 -2.577 0.193 1.4008
H -0.218 1.844 1.462 0.2318
H 0.080 -3.299 -1.809 0.5138
O 3.754 3.133 -1.355 -0.5624
H 3.400 -0.906 -1.473 0.1909
C 2.511 -0.773 1.628 -0.6195
C 3.296 -0.115 -0.727 -0.6243
H -1.729 -4.365 -0.278 0.5124
N -4.119 0.460 -0.903 -0.8302
O 1.866 2.622 -2.274 -0.6105
H 4.226 -0.094 -0.159 0.2028
O -1.705 -3.668 0.390 -1.0248
N 2.796 3.453 -2.093 0.7113
C 1.149 0.819 0.162 -0.4197
```

As for the total charge: 0. For the lowest unoccupied orbital energy, the calculation gives -2.2 eV. The HOMO-LUMO gap is 4.34 eV.


# 3
Here is a cluster of 4 separate species, C3H14NO4 in total from the Open Molecules 2025 dataset. Energies are from wB97M-V/def2-TZVPD.

The geometry in XYZ format:
```
22
Properties=species:S:1:pos:R:3:nbo_charge:R:1
H 1.180 0.576 1.965 0.2331
O -3.264 0.768 -0.881 -0.9677
C 2.844 -0.510 1.073 0.4241
H -1.508 -0.669 1.160 0.4285
H 0.997 2.694 0.179 0.4979
H -3.682 1.178 -0.111 0.4810
H 0.826 -0.277 -0.572 0.2567
H -0.400 -2.389 -2.343 0.4795
O -0.114 -1.464 -2.379 -0.9479
O 0.368 2.047 -0.188 -0.9845
N -0.917 -0.088 0.562 -0.6738
H 0.175 2.446 -1.047 0.4945
H -1.329 0.134 -0.346 0.4781
C 1.387 -0.401 1.524 -0.5477
H 1.361 -1.165 2.300 0.2586
H 0.314 -1.743 0.194 0.2249
H 3.096 -0.629 0.001 0.1282
O 3.717 -0.721 1.869 -0.4646
H -0.886 0.758 1.131 0.4440
H -0.878 -1.128 -2.871 0.4752
C 0.452 -0.678 0.355 -0.2145
H -3.735 1.260 -1.573 0.4966
```

As for the total charge: +1. For the lowest unoccupied orbital energy, the calculation gives -3.3 eV. As for the energy above the lowest of the compared OMol25 structures with the same formula, charge and spin: 1.2263 eV. The HOMO-LUMO gap is 9.82 eV.


# 4
Here is a cluster of 4 separate species, C25H48F2O8S4Si in total from the Open Molecules 2025 dataset. Energies are from wB97M-V/def2-TZVPD.

The geometry in XYZ format:
```
88
Properties=species:S:1:pos:R:3:lowdin_charge:R:1
C 0.802 1.524 0.234 -0.1123
C -1.739 -0.873 0.065 -0.2706
H 9.213 0.520 0.216 0.0535
O -3.360 -2.004 2.892 -0.2348
H 3.893 0.012 -3.259 0.0288
H -2.355 2.018 5.490 0.0277
H -1.550 -4.845 -1.981 0.1172
C -1.418 -4.347 -2.947 -0.1750
C 1.639 -5.656 -4.309 -0.1277
C -1.587 -1.853 -2.309 -0.1928
O -1.290 -0.666 2.383 -0.1346
H 2.182 -6.585 -4.099 0.0862
H -1.842 -5.042 -3.684 0.1189
H 6.825 2.512 0.272 0.0591
H -2.294 -1.015 -2.412 0.1183
O -3.019 -0.962 0.723 -0.1234
C 8.438 0.364 -0.535 -0.2697
H -2.271 -2.737 -4.135 0.1112
H -0.412 -2.477 -0.609 0.1188
H 2.424 3.639 -1.527 0.0367
H -2.786 3.668 7.433 0.0406
H -0.658 -1.483 -2.760 0.0922
C 6.777 1.742 1.042 -0.2678
H 0.130 0.174 -1.294 0.0574
H -3.214 -3.207 -2.735 0.1172
C -1.759 4.034 7.407 -0.2692
H -1.133 -0.664 -6.864 0.1079
Si 1.901 1.376 -2.485 0.6291
H 5.834 1.820 1.579 0.0493
C -0.418 1.116 1.061 -0.4701
H 1.718 -0.271 -0.643 0.0886
C -2.188 -3.029 -3.082 -0.1960
F -1.512 1.802 0.635 0.1115
C -1.315 2.330 5.399 -0.2538
H -4.518 1.422 5.164 0.0254
H 0.606 -3.823 -2.398 0.1238
H -5.929 -0.706 4.894 0.0487
H 1.313 -5.738 -5.357 0.0890
H -1.109 3.381 7.989 0.0581
O 0.561 -5.580 -3.406 -0.1907
S 6.856 0.115 0.281 0.8306
H -1.731 1.543 -5.872 0.1075
H -1.908 -0.061 -0.652 0.1383
H 0.781 -1.964 -6.010 0.1031
H 3.942 0.367 -1.538 -0.0105
H -5.116 2.925 5.912 0.0498
H 0.934 3.689 -2.465 0.0270
H 2.472 3.653 -3.309 0.0403
C -0.138 1.461 -4.465 -0.0946
C 3.704 0.787 -2.511 -0.1706
H 7.604 1.854 1.743 0.0541
O 5.813 0.076 -0.784 -0.5660
O -3.548 0.317 2.864 -0.2335
H 1.681 1.621 0.877 0.1319
C 0.070 -4.243 -3.266 -0.2280
F -0.186 1.513 2.350 0.0783
H 0.600 2.543 -0.117 0.1104
S -2.869 -0.802 2.306 0.6016
H 8.666 -0.530 -1.112 0.0503
H 4.384 1.627 -2.677 0.0343
C 1.944 3.258 -2.435 -0.1800
O -7.762 1.847 6.588 -0.5569
H 8.377 1.224 -1.202 0.0591
H -6.335 -0.611 6.636 0.0582
O 0.257 4.437 5.731 -0.5566
C 0.527 -0.994 -5.592 -0.0974
S -6.889 1.409 5.469 0.8069
C -6.665 -0.368 5.625 -0.2638
C -1.429 -2.105 -0.786 -0.1060
H -4.965 1.449 6.900 0.0617
H -2.100 -2.932 -0.526 0.1315
C -0.537 -0.254 -6.051 -0.1040
H -1.723 5.043 7.814 0.0494
H 2.111 -1.050 -4.103 0.0962
H -0.694 1.787 6.113 0.0656
C 1.275 -0.506 -4.534 -0.1111
H 2.367 -4.841 -4.193 0.0859
C 1.095 0.575 -0.957 -0.2030
C 0.928 0.716 -3.980 -0.2659
H -7.621 -0.848 5.428 0.0498
H -0.967 2.131 4.389 0.0281
H -0.352 2.413 -3.988 0.0951
C -0.682 -0.411 1.088 -0.1323
H 0.222 -1.013 1.022 0.1641
H 0.295 -3.636 -4.153 0.1076
C -5.198 1.839 5.908 -0.2831
C -0.881 0.964 -5.523 -0.0830
S -1.189 4.096 5.701 0.8031
```

As for the total charge: 0. For the lowest unoccupied orbital energy, the calculation gives 0.2 eV. The HOMO-LUMO gap is 8.87 eV.


- Look up the total charge of the fourth one.
  0


- total charge of number 4 (C25H48F2O8S4Si)?
  0